(1)
ORCA calculation (ωB97M-V/def2-TZVPD) on a structure of composition C38H38BrCsN6O4 in a non-equilibrium geometry.

Energy above the lowest of the compared OMol25 structures with the same formula, charge and spin   18.99 kcal per mole
Spin multiplicity   1
Net charge   -2

Geometry as XYZ:
```
88
Properties=species:S:1:pos:R:3:mulliken_charge:R:1
Cs 1.0152 0.8284 -0.7862 1.2162
Br 2.4788 2.4072 2.0482 -0.1552
O 2.2059 -2.0034 -0.0400 -0.2380
O 2.6940 4.1222 -3.5233 -0.7450
O 2.4008 2.2790 -2.2515 -0.7533
O 2.2639 -4.2999 1.4447 -0.9776
N -1.7244 1.7269 0.7152 0.6351
N 3.6517 -1.7312 1.7926 -0.2444
N -0.2619 2.4716 -3.1569 -0.0010
N -0.7180 -2.2582 -2.1160 0.8485
N 3.2299 -0.4725 2.0294 -0.2284
N -2.3834 -0.3877 -0.9455 -0.3177
C 1.8031 1.4622 4.6828 -0.8195
C -2.8987 -1.6189 -1.2256 0.2970
C -1.4064 2.2078 -3.7871 0.1717
C -1.5247 2.1977 -5.1693 -0.6794
C 3.3520 -4.5499 0.8096 0.7576
C -2.0360 -2.6310 -1.7605 0.0085
C -4.9051 2.1085 -2.0205 -0.8433
C -2.4861 -3.9368 -1.8826 -0.0348
C 0.5521 2.5113 6.4911 -0.5915
C 5.0615 -6.0730 -0.0509 -0.2013
C 3.5543 -2.0985 0.3862 -0.4959
C -1.2124 2.9457 1.2913 -1.0748
C 0.7777 2.8122 -5.2894 -0.5385
C 3.8808 -5.8569 0.6324 -0.8439
C 5.7900 -5.0248 -0.6039 -0.7102
C -1.9239 0.7054 1.7334 -0.6616
C -3.1609 0.7161 -0.9956 0.0781
C 0.0010 3.5918 7.1568 -0.5306
C -4.2524 0.8953 -1.8751 -0.3327
C 0.2369 -3.3158 -2.3334 -1.5730
C -2.8054 1.8598 -0.1998 0.1600
C 5.2911 -3.7309 -0.4594 -0.5660
C 1.4243 3.9763 4.8025 -0.1923
C -4.2066 -2.0237 -0.9017 -0.5705
C 0.8732 5.0556 5.4744 -0.7343
C -4.5214 3.2099 -1.2773 -0.9524
C 2.7320 -0.1838 3.1613 -0.5615
C -3.7819 -4.3073 -1.5203 -0.7858
C -4.6381 -3.3354 -1.0373 -0.8336
C 0.1580 4.8728 6.6481 -0.3810
C -0.6713 -1.2684 -3.1792 -0.8718
C 2.1032 3.0964 -3.1536 -0.0167
C 1.2670 2.6760 5.2966 0.9753
C -0.4044 2.4987 -5.9331 -0.4444
C 2.3115 1.1787 3.4723 0.7640
C 4.1118 -3.4889 0.2120 0.2803
C 0.8026 2.7762 -3.8980 0.4361
C -3.4757 3.0603 -0.3625 -0.1038
H -4.1001 -5.3384 -1.6187 0.3545
H -2.2604 1.9883 -3.1544 0.1286
H -2.2590 -0.2124 1.2581 0.1365
H 0.2651 -0.7070 -3.1389 0.2261
H -5.6509 -3.5900 -0.7406 0.3506
H 1.6769 3.0876 -5.8225 0.4343
H -1.8121 -4.6899 -2.2701 0.3783
H -0.7326 -1.7359 -4.1769 0.2607
H 1.0051 6.0510 5.0685 0.3740
H 0.0358 -3.9065 -3.2456 0.3887
H 1.2292 -2.8727 -2.4253 0.3184
H 5.4284 -7.0903 -0.1601 0.3244
H 5.8299 -2.8895 -0.8871 0.3287
H 4.1181 -1.3602 -0.1872 0.4520
H 1.9791 4.1446 3.8949 0.3957
H -2.6552 1.0299 2.4933 0.2198
H -0.4626 2.4914 -7.0161 0.3743
H 0.2589 -3.9930 -1.4789 0.5289
H -0.3217 2.7132 1.8750 -0.0343
H -4.8828 -1.2883 -0.4816 0.3742
H -0.9733 0.5095 2.2392 0.2014
H -0.5556 3.4311 8.0718 0.3565
H -4.5485 0.0583 -2.4963 0.3989
H 3.1934 -2.4591 2.3508 0.4106
H -5.7114 2.1861 -2.7437 0.3190
H -0.9380 3.6523 0.5052 0.3930
H -1.9243 3.4468 1.9724 0.3417
H 1.7842 -2.8063 0.3304 0.2823
H 6.7132 -5.2069 -1.1401 0.3514
H -2.4764 1.9524 -5.6222 0.4378
H -1.4816 -0.5578 -3.0522 -0.0064
H 0.4215 1.5134 6.8922 0.3146
H 2.5795 -0.9200 3.9549 0.2739
H 1.7470 0.6005 5.3424 0.1646
H -3.1803 3.9113 0.2374 0.3685
H -0.2738 5.7227 7.1620 0.3584
H -5.0142 4.1676 -1.3903 0.3399
H 3.3246 -6.6867 1.0549 0.3571
```

=====

(2)
ORCA calculation (ωB97M-V/def2-TZVPD) on a cluster of 7 separate species, C38H38Cl24FN2O4PS in total in a non-equilibrium geometry.

Spin multiplicity   1
SMILES string   CCOCc1c(CCCCn2cccc2)c([PH2]=S)c(CC(=O)N(C)C)c2c1C(=O)c1cc(CCCF)ccc1C2=O.ClC(Cl)(Cl)Cl.ClC(Cl)(Cl)Cl.ClC(Cl)(Cl)Cl.ClC(Cl)(Cl)Cl.ClC(Cl)(Cl)Cl.ClC(Cl)(Cl)Cl

Geometry as XYZ:
```
109
Properties=species:S:1:pos:R:3:mulliken_charge:R:1
Cl 3.6391 -10.3794 3.4664 -0.1105
Cl -3.6240 4.9769 -7.7300 -0.0808
Cl 7.8673 -1.8199 1.8872 -0.1037
Cl 5.9613 0.2763 1.3230 -0.0364
Cl 2.3704 -8.1150 2.1781 0.0295
Cl 1.4553 3.6883 -10.2391 -0.1060
Cl -4.8550 7.0798 -6.1720 -0.0937
Cl -1.4192 7.3046 -5.5962 0.0088
Cl 3.2893 -10.3641 0.5945 -0.1105
Cl 0.7022 6.2930 -3.9403 0.0085
Cl -3.2837 5.0372 -4.8604 -0.0154
Cl -1.8838 -1.9477 9.1800 -0.1210
Cl 2.9398 2.9999 -7.8540 -0.0937
Cl 0.9931 -10.6606 2.3301 -0.1217
Cl 6.5365 -0.4544 4.0604 -0.0980
Cl 0.1212 9.1291 -3.9642 -0.1058
Cl 5.0474 -2.2679 2.3614 -0.1126
Cl -1.0730 -4.3250 10.6124 -0.1091
Cl 1.1351 5.2596 -7.8306 0.0183
Cl -5.8629 4.3760 -6.0029 -0.1137
Cl -0.8643 -4.2342 7.7301 -0.0776
Cl 3.6020 5.3985 -9.3285 -0.1103
Cl 0.9173 -2.6431 9.3599 -0.0911
Cl 1.3184 7.8872 -6.2868 -0.0806
S -3.7665 -2.9661 -1.5179 -0.4577
P -4.3433 -1.7931 -0.0394 0.2004
F 5.3550 -0.4883 -2.7690 -0.3496
O -5.3782 1.1653 0.1586 -0.5744
O -2.1214 3.3477 -1.2854 -0.5390
O 1.0064 2.2440 2.1764 -0.5080
O 0.1684 0.3684 3.9414 -0.2914
N 0.9999 -5.1605 1.2379 0.7392
N -5.4887 2.8184 -1.3778 0.1600
C 0.7634 3.2190 -2.5367 -1.6532
C -1.5644 1.2750 -0.1116 1.2230
C 1.4373 -5.6457 2.4691 -1.6409
C -2.8855 -0.7202 0.3835 -0.1411
C -1.5021 -4.6314 1.0563 0.0550
C -0.7028 0.0316 5.0171 -0.2788
C -4.9236 1.6199 -0.8824 0.2621
C 0.1808 7.6601 -4.9506 0.1894
C 0.2476 2.7577 -1.2790 0.6969
C -5.3195 3.9477 -0.4279 -0.8661
C -0.7253 -3.2878 9.2210 0.3614
C -1.2641 2.5601 -0.9514 -0.1772
C -1.9644 -1.0754 1.4240 0.2965
C 2.1916 3.3092 -2.6460 -0.7351
C -2.7221 0.4695 -0.4081 0.2702
C -4.4072 5.3663 -6.1904 0.2990
C -3.7264 0.8517 -1.5341 -1.6058
C 5.0725 1.9457 -2.7498 -0.4650
C 0.1528 -0.6101 2.9080 -0.7255
C -1.0083 -3.3949 1.8758 -0.3083
C 2.6919 -5.1335 2.8014 -0.1275
C -0.8237 -0.2539 1.7529 0.9851
C 2.5554 2.5221 -0.3283 -0.5914
C 3.1221 -4.2559 1.6881 -0.4418
C -0.2440 -5.4567 0.5406 -1.0580
C 0.0040 -0.9601 6.0022 -0.3385
C -0.6387 0.9220 0.9431 0.1382
C 2.2819 4.3366 -8.8134 0.3000
C 2.0327 -4.3588 0.7968 -0.6102
C 4.6209 3.0367 -1.7170 -0.9448
C 4.4296 0.5531 -2.5068 0.0352
C 0.5499 1.8876 1.1177 -0.6985
C 1.1457 2.4181 -0.2066 0.4751
C 6.3547 -1.0657 2.4095 0.2249
C 2.5737 -9.8792 2.1418 0.3303
C -5.0547 3.1399 -2.7414 -0.9869
C 3.0776 2.9775 -1.5912 0.5444
C -2.1895 -2.3899 2.2384 -1.1348
H -4.7401 3.5985 0.4585 0.2828
H -3.9564 3.1581 -2.8884 0.1171
H 2.0090 -3.8163 -0.1639 0.3673
H 5.0952 2.8069 -0.7371 0.2686
H -1.7154 -0.3034 4.6955 0.1780
H 4.8086 2.2986 -3.7697 0.2163
H 3.5593 0.3562 -3.1760 0.2108
H -5.4413 -1.0425 -0.5056 0.1386
H 3.2188 2.2579 0.5100 0.4425
H 4.0675 0.3973 -1.4692 0.0582
H 0.8227 -6.3367 3.0591 0.7497
H 0.0981 3.4649 -3.3778 0.8172
H 0.0992 -1.9479 5.4996 0.1837
H -0.0703 -1.5917 3.3701 -0.0041
H -0.2609 -2.8630 1.2559 0.1692
H -4.7602 4.8036 -0.8506 0.3403
H -2.0979 -4.2347 0.2029 -0.2794
H -3.1471 1.4202 -2.2819 0.4902
H -0.8580 0.9781 5.5895 0.4093
H -0.4317 -6.5533 0.5590 0.2924
H -4.7777 -2.5680 1.0605 0.1759
H 6.1737 1.8066 -2.6350 0.4194
H -0.5663 -3.7528 2.8332 0.3284
H -0.1201 -5.1920 -0.5347 0.3509
H -0.5984 -1.1024 6.9237 -0.0930
H 1.0139 -0.5444 6.2108 0.2434
H 4.9753 4.0530 -2.0002 0.3674
H 4.0602 -3.6725 1.6012 0.6609
H -3.1300 -2.8941 1.9520 0.2200
H -2.2077 -2.1816 3.3283 0.2820
H -5.4067 4.1793 -2.9426 0.6024
H -6.3239 4.2262 -0.0408 0.3297
H 2.6223 3.6336 -3.6140 0.6162
H -4.0410 -0.1184 -1.9870 0.7507
H -2.1284 -5.3143 1.6738 0.3558
H -5.5647 2.5169 -3.5126 0.2208
H 1.1866 -0.6826 2.4955 0.5414
H 3.3268 -5.2877 3.6836 0.4700
```

=====

Asked for LUMO level across the records above, the calculation gives 3.6, -0.8 eV in order.
Asked for HOMO-LUMO gap across the records above, the calculation gives 4.9088, 7.5019 eV in order.